# C43H34ClP3PbS2

C43H34ClP3PbS2 as an isolated structure (wB97M-V/def2-TZVPD, the OMol25 dataset).

XYZ file:
```
84
Properties=species:S:1:pos:R:3:forces:R:3:lowdin_charge:R:1
Pb 1.32147 -0.09075 -1.94003 0.08 0.06 0.08 0.849
S -1.21092 -1.43624 -1.41821 0.05 0.08 0.04 0.198
P -1.32492 0.28945 -0.36490 -0.01 0.02 0.10 0.394
C 0.09823 1.21750 -0.58681 -0.16 -0.15 -0.46 -0.811
P 0.28075 2.75315 -1.33030 0.09 0.09 0.06 0.323
S 2.06201 2.84908 -2.23974 -0.04 -0.16 0.04 0.168
C -1.01056 3.08502 -2.58223 -0.08 0.08 0.02 -0.333
C -2.07658 3.94844 -2.35607 0.03 0.03 0.05 -0.086
C -3.05268 4.13243 -3.32594 0.05 0.00 -0.02 -0.087
C -2.97791 3.44866 -4.52701 0.00 0.01 -0.02 -0.090
C -1.92163 2.57746 -4.75859 -0.03 0.02 -0.01 -0.078
C -0.94553 2.40404 -3.79488 0.13 -0.09 -0.03 -0.113
C 0.10122 4.13026 -0.16127 0.01 -0.03 0.05 -0.349
C -0.26123 3.87974 1.15407 -0.03 -0.06 0.00 -0.085
C -0.40106 4.92560 2.05706 -0.01 0.00 0.01 -0.078
C -0.17347 6.22707 1.64411 0.01 0.02 -0.02 -0.087
C 0.20299 6.48338 0.32999 -0.01 0.04 0.05 -0.079
C 0.34284 5.44122 -0.56712 0.01 -0.03 -0.09 -0.099
C -1.53731 -0.07903 1.40605 -0.02 -0.01 -0.04 -0.353
C -2.72269 -0.64443 1.87006 -0.08 0.04 -0.07 -0.091
C -2.92261 -0.83113 3.22561 0.04 -0.03 0.05 -0.084
C -1.92912 -0.47110 4.12924 -0.03 -0.05 0.00 -0.091
C -0.73500 0.05770 3.67068 0.05 -0.01 0.01 -0.079
C -0.53877 0.25587 2.31066 0.05 -0.03 -0.04 -0.099
C -2.88847 1.14510 -0.73927 0.05 0.02 0.06 -0.341
C -3.60888 0.86284 -1.89113 0.04 -0.08 -0.06 -0.099
C -4.78593 1.54464 -2.16054 -0.03 -0.01 0.00 -0.083
C -5.24683 2.51261 -1.28378 -0.01 0.02 0.06 -0.089
C -4.52639 2.80564 -0.13262 -0.08 -0.01 -0.06 -0.078
C -3.35454 2.12276 0.13831 0.03 -0.01 0.06 -0.091
H -2.15751 4.47761 -1.41589 0.02 0.02 0.01 0.105
H -3.87531 4.80720 -3.13420 -0.04 0.03 0.01 0.107
H -3.74023 3.59020 -5.28116 -0.02 0.01 -0.03 0.102
H -1.85206 2.04328 -5.69584 0.00 -0.03 -0.05 0.104
H -0.10164 1.75248 -4.00832 -0.05 0.05 0.06 0.071
H -0.42119 2.85703 1.47088 0.00 -0.04 0.01 0.073
H -0.68322 4.71967 3.08091 -0.01 -0.01 0.03 0.102
H -0.28088 7.04415 2.34404 0.00 0.04 0.03 0.100
H 0.39248 7.49861 0.00940 0.00 0.04 -0.01 0.103
H 0.64910 5.63932 -1.58693 0.01 -0.01 -0.03 0.106
H -3.50303 -0.91271 1.16730 0.00 -0.01 -0.02 0.114
H -3.85306 -1.25326 3.58030 -0.04 -0.02 0.02 0.104
H -2.08536 -0.61609 5.18965 -0.01 0.00 0.05 0.103
H 0.04805 0.31995 4.36906 0.03 0.01 0.03 0.107
H 0.38774 0.67383 1.93526 0.02 0.03 -0.01 0.085
H -3.24662 0.10112 -2.57028 0.00 0.00 0.01 0.074
H -5.34171 1.31882 -3.06028 -0.02 -0.01 -0.04 0.108
H -6.16653 3.04123 -1.49587 -0.04 0.02 0.00 0.104
H -4.88145 3.56000 0.55625 -0.02 0.03 0.02 0.105
H -2.80854 2.34557 1.04637 0.04 0.00 0.03 0.105
Cl 3.59127 0.30623 0.74414 0.01 -0.08 -0.06 0.672
C 4.52160 -1.16153 0.57002 0.06 0.20 0.14 -0.653
C 5.88852 -1.09017 0.79441 -0.05 -0.08 -0.05 -0.102
C 6.64977 -2.24229 0.69013 -0.03 0.00 -0.01 -0.073
C 6.04447 -3.45028 0.36921 0.00 0.09 0.02 -0.072
C 4.67840 -3.50084 0.15509 0.00 -0.05 -0.06 -0.067
C 3.88763 -2.35616 0.25018 -0.01 -0.08 0.01 -0.393
P 2.08631 -2.37317 -0.04546 -0.08 0.13 -0.02 0.958
C 1.86817 -3.90565 -1.00499 0.01 -0.04 0.08 -0.384
C 2.06458 -3.82416 -2.38186 -0.01 0.00 -0.03 -0.113
C 1.92508 -4.94615 -3.18130 0.00 -0.01 0.00 -0.075
C 1.57831 -6.16282 -2.61402 0.00 -0.04 -0.04 -0.082
C 1.38193 -6.25540 -1.24561 0.02 0.05 0.03 -0.074
C 1.53119 -5.13373 -0.44315 -0.02 -0.01 0.01 -0.084
C 1.40663 -2.76430 1.59727 0.07 0.03 0.02 -0.360
C 2.17351 -2.67030 2.75387 0.00 -0.02 0.01 -0.078
C 1.61639 -2.96322 3.99085 -0.03 -0.02 -0.04 -0.079
C 0.29462 -3.36591 4.07910 0.00 0.01 0.01 -0.087
C -0.48006 -3.44696 2.93021 -0.01 0.02 0.04 -0.081
C 0.06354 -3.12925 1.69934 -0.02 -0.01 -0.10 -0.119
H 6.33719 -0.14065 1.04387 0.03 0.05 0.01 0.105
H 7.71630 -2.19295 0.85860 0.04 0.00 0.01 0.107
H 6.63396 -4.35111 0.28701 0.05 -0.06 0.00 0.105
H 4.21244 -4.44388 -0.10051 -0.01 0.00 0.01 0.106
H 2.33124 -2.87906 -2.83820 0.01 0.05 0.00 0.061
H 2.07783 -4.86755 -4.24764 0.01 0.00 -0.08 0.105
H 1.45961 -7.03783 -3.23822 0.00 -0.02 -0.03 0.103
H 1.11360 -7.20137 -0.79779 -0.01 -0.06 0.03 0.104
H 1.38005 -5.21757 0.62403 -0.01 0.01 0.05 0.105
H 3.21334 -2.38108 2.69926 0.07 0.02 -0.02 0.099
H 2.22378 -2.88754 4.88105 0.04 0.00 0.07 0.103
H -0.13491 -3.60759 5.04164 -0.03 -0.01 0.04 0.104
H -1.51707 -3.74293 2.99285 -0.07 -0.01 0.01 0.108
H -0.55469 -3.16786 0.81055 0.00 0.01 -0.03 0.071
```
Forces are in eV/Å.

Lowest unoccupied orbital energy = 0.268 eV
E_HOMO = -7.497 eV
ΔE to the lowest compared entry with this formula, charge and spin = 0.0 kJ/mol
E = -112452.5546 eV
Spin multiplicity = 1

---

# C6H10N2OS

One molecule with the formula C6H10N2OS at a distorted geometry (wB97M-V/def2-TZVPD, the OMol25 dataset).

XYZ file:
```
20
Properties=species:S:1:pos:R:3:forces:R:3:nbo_charge:R:1
C 1.23984 1.32609 -1.43117 -1.99 4.18 -0.86 -0.689
C 0.41509 0.22880 -0.93327 -1.52 -3.61 -0.06 -0.383
C 1.09127 -0.88226 -0.10498 -0.56 -1.66 -0.16 -0.411
C 0.87919 -0.72818 1.39830 -2.41 3.60 -1.71 -0.404
C -0.62409 -0.44321 1.61911 0.46 -1.18 -2.35 -0.605
S -0.91174 0.81907 0.29868 -3.63 -0.44 -0.04 1.824
O -0.58181 2.17174 0.67622 -0.22 0.00 0.18 -0.890
N -2.67199 0.63538 -0.14672 4.29 2.85 1.04 -0.758
C -2.83177 -0.54919 -0.63037 0.27 1.00 0.97 0.331
N -3.06306 -1.63630 -0.87052 -0.51 -3.34 -1.33 -0.458
H 0.90727 1.63823 -2.43790 -0.14 -0.46 0.16 0.237
H 2.29804 1.24756 -1.59677 0.52 -0.42 0.98 0.245
H 0.85628 2.28464 -0.86390 1.69 -1.53 -0.65 0.271
H -0.13379 -0.37895 -1.74021 0.38 1.46 1.04 0.271
H 2.15124 -0.86996 -0.22112 0.83 -0.01 -0.66 0.227
H 0.70087 -1.90668 -0.48144 0.62 1.60 0.82 0.226
H 1.11367 -1.58369 1.88004 1.37 -2.39 1.91 0.229
H 1.33362 0.23494 1.71536 0.57 -1.02 0.28 0.214
H -1.25860 -1.26198 1.22572 0.35 0.09 0.06 0.253
H -0.90953 -0.34607 2.64493 -0.35 1.26 0.39 0.269
```
Forces are in eV/Å.

Lowest unoccupied orbital energy = 0.531 eV
E_HOMO = -8.883 eV
SMILES = C[C@H]1CCC[S@]1(=O)=NC#N
ΔE to the lowest compared entry with this formula, charge and spin = 454.6 kJ/mol
E = -22243.0934 eV
Spin multiplicity = 1

---

# C33H54O27

A 9-piece molecular cluster, C33H54O27 overall at a distorted geometry (wB97M-V/def2-TZVPD, the OMol25 dataset).

XYZ file:
```
114
Properties=species:S:1:pos:R:3:forces:R:3:lowdin_charge:R:1
C -5.67879 7.61240 -7.89653 1.90 -0.83 -1.89 0.007
C -4.81849 6.36968 -8.40702 0.00 1.13 0.81 -0.317
C -3.37668 6.37404 -7.88383 -0.32 3.17 0.06 -0.125
O -3.12504 5.12517 -7.30949 0.31 -0.47 -0.70 0.107
C -4.23198 4.40290 -7.48690 -2.09 -4.22 1.32 -0.514
O -4.39973 3.19692 -7.25335 1.18 3.71 -0.63 0.116
O -5.27009 5.18474 -7.86122 -0.66 -1.81 0.45 0.075
H -5.17806 8.40534 -8.45207 -0.37 0.51 -0.17 0.076
H -5.49727 7.89513 -6.85961 -0.34 -0.68 0.12 0.082
H -6.71722 7.56000 -8.22370 0.12 -0.07 0.34 0.081
H -4.75660 6.19958 -9.48189 -0.67 0.71 -0.26 0.151
H -3.36618 7.17134 -7.14065 0.49 -0.28 0.54 0.125
H -2.70327 6.73206 -8.66257 0.45 -0.84 0.02 0.136
C 8.39438 -1.01884 0.95345 -0.22 -0.50 -0.04 -0.017
C 8.13787 0.17290 1.86806 0.70 -0.58 -1.67 -0.341
C 7.07708 1.17044 1.42922 0.44 -1.89 -1.23 -0.108
O 6.31475 1.35315 2.59989 -0.11 0.78 0.04 0.093
C 6.79224 0.51909 3.55907 -1.20 2.71 4.31 -0.569
O 6.56569 0.63915 4.75774 -0.45 -0.47 -2.64 0.133
O 7.67108 -0.28564 3.09094 1.70 -2.18 0.07 0.127
H 8.69184 -0.71926 -0.05148 0.19 0.05 0.11 0.088
H 7.53732 -1.68451 0.85135 -0.70 0.58 -0.06 0.087
H 9.08287 -1.76003 1.35929 0.70 0.61 0.13 0.085
H 9.01714 0.81047 1.96018 0.60 -0.66 0.68 0.153
H 6.49226 0.68386 0.64862 -0.47 0.48 -0.05 0.133
H 7.71212 1.95021 1.00878 -1.19 1.06 0.37 0.138
C 5.74266 -4.52781 8.83552 0.70 0.98 -0.86 -0.027
C 6.21886 -4.07853 10.23771 -2.05 0.35 -3.28 -0.308
C 5.49011 -2.78091 10.61504 0.35 0.23 0.01 -0.085
O 4.94469 -3.08224 11.89679 0.33 0.54 0.24 0.082
C 5.11449 -4.38729 12.13046 -0.81 -0.73 3.52 -0.583
O 4.84510 -4.93886 13.17701 0.04 0.86 -1.56 0.141
O 5.63980 -4.99298 11.09687 1.11 -1.79 0.43 0.103
H 6.10055 -5.48613 8.45915 0.18 -0.04 0.48 0.082
H 6.07573 -3.77729 8.11866 0.38 0.07 -0.19 0.081
H 4.66473 -4.48800 8.67875 -0.14 -0.21 0.74 0.087
H 7.30161 -3.95578 10.26381 0.01 -0.50 0.52 0.157
H 4.63554 -2.51399 9.99329 0.31 -0.04 -0.36 0.135
H 6.23012 -1.98144 10.65148 -0.42 0.30 0.31 0.135
C -4.73362 -6.09863 3.74456 1.82 0.75 0.56 -0.011
C -4.04667 -6.39134 5.14141 -0.37 1.53 -1.12 -0.289
C -3.09656 -5.30264 5.77856 0.90 0.23 -2.18 -0.065
O -3.61443 -5.01098 7.05837 2.59 0.42 -0.34 0.099
C -4.69363 -5.66702 7.25844 -4.01 -0.83 4.21 -0.493
O -5.28133 -5.60043 8.39087 1.77 -0.96 -5.51 0.074
O -5.04362 -6.33963 6.09315 -2.65 0.00 3.45 0.043
H -5.53789 -6.80574 3.54149 0.17 0.19 0.01 0.084
H -3.97811 -6.06604 2.95953 0.26 -1.11 -0.15 0.073
H -5.00516 -5.05401 3.59245 -0.88 0.05 0.92 0.079
H -3.72278 -7.43210 5.14145 0.84 0.20 -0.08 0.147
H -3.07530 -4.33118 5.28465 -0.41 -0.17 -0.61 0.132
H -2.05019 -5.60597 5.74388 -0.04 -0.28 0.82 0.128
C 3.32803 4.44945 -2.23152 -0.60 0.88 0.69 -0.007
C 3.44556 5.77662 -1.42021 0.62 -0.17 -1.00 -0.286
C 2.51232 6.93316 -1.88873 1.49 -0.86 -0.34 -0.079
O 2.12932 7.47834 -0.65191 -1.26 1.76 -0.49 0.086
C 2.44099 6.71707 0.37265 -1.68 -1.15 3.00 -0.567
O 2.07857 6.87569 1.53034 1.11 0.13 -2.49 0.131
O 3.06156 5.61552 -0.06215 0.11 -0.72 0.34 0.080
H 2.39658 4.42956 -2.79730 -0.01 0.19 -0.17 0.071
H 3.20682 3.62199 -1.53242 0.57 -0.07 -0.02 0.085
H 4.15575 4.32662 -2.93000 0.00 -0.13 0.26 0.079
H 4.48581 6.09031 -1.33302 0.14 0.07 -0.53 0.147
H 1.76642 6.47669 -2.53941 -0.93 0.31 0.68 0.123
H 2.94545 7.74695 -2.47030 0.42 -0.24 0.08 0.135
C 5.17614 -3.27647 -4.75323 -0.53 0.47 0.13 -0.026
C 4.71401 -4.61598 -5.23958 0.46 -0.65 0.26 -0.378
C 4.62078 -5.63133 -4.14581 0.41 -0.79 1.21 -0.094
O 3.21489 -5.86463 -3.89860 0.76 0.34 -0.64 0.076
C 2.51980 -5.29850 -4.91163 -1.25 1.03 0.13 -0.485
O 1.31146 -5.34198 -5.01118 2.67 0.08 -0.29 0.144
O 3.39602 -4.55559 -5.71353 -2.14 -0.63 -0.23 0.069
H 5.14632 -2.65578 -5.64875 0.49 0.58 0.45 0.094
H 6.10559 -3.29603 -4.18417 0.52 -0.18 -0.82 0.090
H 4.51572 -2.88231 -3.98084 -0.61 0.05 -0.29 0.096
H 5.37991 -4.98960 -6.01745 -0.15 0.13 -0.28 0.154
H 5.12771 -5.18830 -3.28858 -0.47 -0.40 0.51 0.126
H 5.10641 -6.58284 -4.36236 -0.18 -0.03 -0.11 0.135
C 1.36799 -3.60915 1.77872 0.92 -0.13 1.26 -0.063
O 0.14867 -3.10720 1.29506 -0.29 -0.10 -1.11 0.009
C 0.30899 -2.37382 0.19316 -1.41 1.20 -1.33 -0.583
O 1.31392 -1.85835 -0.22486 -0.02 -0.61 0.43 0.121
O -0.91746 -2.24090 -0.40223 0.83 0.80 0.08 -0.005
C -1.00036 -1.45138 -1.62493 -0.64 -0.81 -1.13 -0.038
H 1.93441 -2.78463 2.21167 0.18 -0.11 0.03 0.099
H 1.99338 -4.11108 1.04044 -0.30 0.13 -0.28 0.100
H 1.12170 -4.32414 2.56373 -0.05 0.10 -0.06 0.095
H -0.21555 -0.75884 -1.92916 0.39 -0.28 0.98 0.091
H -1.94884 -0.92479 -1.73072 -0.06 0.13 1.12 0.087
H -1.11704 -2.15680 -2.44766 0.48 -0.34 0.01 0.088
C -6.42069 -4.97141 -3.58146 -0.18 0.88 0.93 -0.015
O -7.87289 -4.93887 -3.46737 0.61 -1.03 -1.05 0.001
C -8.43665 -4.32004 -2.44072 2.53 2.12 0.63 -0.614
O -7.80038 -3.68705 -1.60131 -1.24 -1.09 -0.52 0.094
O -9.72947 -4.35133 -2.60922 0.22 -1.83 -0.72 0.017
C -10.59816 -3.76657 -1.70840 -1.00 1.30 0.62 -0.057
H -6.00660 -4.97669 -2.57320 0.07 -0.44 -0.09 0.088
H -6.02992 -4.05272 -4.01895 -0.42 0.15 -0.20 0.092
H -6.07780 -5.79720 -4.20485 -0.61 -0.14 0.27 0.092
H -10.76434 -2.77528 -2.13009 -0.52 0.18 0.44 0.103
H -10.25844 -3.65739 -0.67848 0.47 -0.21 -0.18 0.100
H -11.51669 -4.35343 -1.70662 0.06 0.11 -0.12 0.098
C -5.29735 10.74948 -0.83567 0.32 0.48 0.19 -0.030
O -4.79436 9.47710 -1.18460 0.38 -1.29 -0.12 -0.050
C -3.73636 9.21187 -1.96638 0.87 1.36 -1.19 -0.508
O -3.06122 10.05540 -2.58177 -1.79 -2.74 1.81 0.090
O -3.54403 7.84816 -2.03711 1.04 2.23 0.14 -0.017
C -4.44184 6.96512 -1.38963 -1.10 -0.29 -0.32 -0.063
H -4.87743 11.06268 0.12019 0.17 -0.07 0.00 0.096
H -6.36214 10.58078 -0.67489 0.04 0.32 -0.33 0.097
H -5.05150 11.51463 -1.57201 -0.24 -0.17 -0.15 0.098
H -4.02635 5.95870 -1.44055 0.12 0.23 -0.23 0.097
H -5.35653 7.03733 -1.97804 -0.26 -0.50 0.21 0.096
H -4.70857 7.16588 -0.35201 0.46 0.44 -0.04 0.094
```
Forces are in eV/Å.

Lowest unoccupied orbital energy = -0.086 eV
E_HOMO = -10.452 eV
SMILES = C[C@H]1COC(=O)O1.C[C@H]1COC(=O)O1.C[C@H]1COC(=O)O1.C[C@H]1COC(=O)O1.C[C@H]1COC(=O)O1.C[C@H]1COC(=O)O1.COC(=O)OC.COC(=O)OC.COC(=O)OC
ΔE to the lowest compared entry with this formula, charge and spin = 0.0 kJ/mol
E = -90375.1529 eV
Spin multiplicity = 1